# 1
109
Properties=species:S:1:pos:R:3:mulliken_charge:R:1 method="wB97M-V/def2-TZVPD" lumo_ha=-0.0122 gap_ev=7.450 total_energy_ev=-134160.026
Ag 0.022 0.558 -0.081 0.72
C -0.441 -4.805 3.155 -1.41
C -0.670 -4.127 4.504 0.90
C 0.651 -3.685 5.129 -1.05
C -1.655 -2.959 4.409 -1.41
N -1.161 -1.840 3.612 0.87
C -1.065 -1.691 2.290 -1.14
N -0.573 -0.504 2.046 0.51
N -0.378 0.088 3.251 -0.26
N -0.732 -0.704 4.198 -0.68
H 0.162 -5.704 3.285 0.43
H 0.098 -4.151 2.464 0.19
H -1.385 -5.102 2.689 0.39
H -1.151 -4.846 5.173 0.32
H 1.146 -2.949 4.490 -0.20
H 1.324 -4.538 5.238 0.50
H 0.502 -3.237 6.114 0.40
H -1.849 -2.550 5.397 0.38
H -2.598 -3.294 3.979 0.45
H -1.336 -2.429 1.550 0.81
F 8.406 2.692 -2.757 -0.26
C 7.532 3.489 -2.110 0.78
F 8.189 4.009 -1.053 -0.26
F 7.228 4.505 -2.934 -0.29
C 6.316 2.728 -1.672 0.37
C 5.059 3.072 -2.126 -0.72
C 3.952 2.361 -1.674 0.19
C 4.104 1.313 -0.777 -0.17
C 5.384 0.963 -0.342 -0.26
C 6.487 1.668 -0.784 -1.17
P 2.614 0.399 -0.189 1.69
C 2.977 0.382 1.611 -0.26
C 2.798 -0.713 2.455 -0.26
C 2.984 -0.583 3.822 -1.03
C 3.304 0.648 4.367 0.34
C 3.445 1.759 3.550 -0.83
C 3.288 1.619 2.181 -1.07
C 3.482 0.745 5.851 0.80
F 4.533 0.006 6.270 -0.27
F 3.695 2.008 6.258 -0.29
F 2.400 0.283 6.509 -0.25
C 3.053 -1.253 -0.850 0.86
C 3.750 -2.255 -0.177 -0.03
C 4.036 -3.454 -0.808 -1.30
C 3.646 -3.649 -2.124 0.29
C 2.985 -2.650 -2.817 -0.62
C 2.677 -1.462 -2.175 -0.62
C 3.980 -4.953 -2.781 0.76
F 3.421 -5.072 -3.996 -0.28
F 3.562 -6.002 -2.039 -0.27
F 5.315 -5.099 -2.937 -0.27
H 4.941 3.892 -2.822 0.49
H 2.958 2.621 -2.023 0.26
H 5.514 0.137 0.349 0.36
H 7.481 1.403 -0.445 0.40
H 2.490 -1.667 2.048 0.99
H 2.870 -1.436 4.480 0.28
H 3.671 2.725 3.982 0.49
H 3.401 2.488 1.542 0.45
H 4.099 -2.105 0.835 0.62
H 4.568 -4.238 -0.281 0.43
H 2.685 -2.809 -3.844 0.54
H 2.131 -0.691 -2.704 -0.02
O -0.351 -1.065 -1.563 -0.82
C -1.372 -0.847 -2.461 3.15
C -1.890 -2.192 -2.993 -1.02
C -3.158 -2.628 -3.230 -0.07
C -3.202 -3.948 -3.779 -0.82
C -1.963 -4.481 -3.941 -0.60
S -0.739 -3.398 -3.416 -0.03
C -0.913 -0.020 -3.682 -1.23
C -1.293 -0.109 -4.987 -0.14
C -0.639 0.837 -5.834 -0.89
C 0.235 1.624 -5.157 -0.63
S 0.278 1.211 -3.489 0.28
C -2.578 -0.146 -1.811 -0.32
C -3.136 -0.467 -0.610 -0.36
C -4.297 0.300 -0.302 -0.92
C -4.598 1.197 -1.283 -0.85
S -3.475 1.108 -2.576 -0.18
H -4.037 -2.031 -3.019 0.47
H -4.118 -4.464 -4.041 0.41
H -1.696 -5.458 -4.319 0.46
H -2.017 -0.835 -5.335 0.56
H -0.819 0.912 -6.900 0.42
H 0.876 2.407 -5.539 0.45
H -2.741 -1.265 0.005 0.60
H -4.890 0.173 0.597 0.46
H -5.416 1.903 -1.324 0.50
N -8.842 6.210 2.022 -0.49
C -7.813 5.811 1.700 0.00
C -6.518 5.317 1.307 0.42
C -6.009 4.155 1.882 -1.19
C -4.754 3.697 1.532 -0.19
C -3.985 4.393 0.604 1.75
C -4.498 5.545 0.020 -0.51
C -5.755 6.004 0.369 -1.11
N -2.694 3.924 0.256 0.45
C -1.818 4.486 -0.661 -0.21
C -0.721 3.693 -0.668 -1.10
N -0.887 2.657 0.229 -0.17
C -2.072 2.819 0.753 -0.40
H -6.603 3.613 2.605 0.45
H -4.382 2.789 1.984 0.27
H -3.926 6.098 -0.711 0.34
H -6.148 6.903 -0.088 0.44
H -2.037 5.371 -1.232 0.37
H 0.179 3.800 -1.252 0.40
H -2.491 2.171 1.505 0.30

---

# 2
7
Properties=species:S:1:pos:R:3:mulliken_charge:R:1 method="wB97M-V/def2-TZVPD" e_above_lowest_kj_mol=59.7 lumo_ha=0.0392 gap_ev=11.258 total_energy_ev=-3173.231 smiles=C#CC
C 0.005 -0.115 1.744 -0.16
C 0.144 0.181 0.601 -0.25
C 0.044 0.082 -0.960 -0.76
H -0.305 -0.374 2.650 0.43
H -0.530 1.008 -1.305 0.23
H 1.053 0.044 -1.513 0.25
H -0.411 -0.827 -1.218 0.26

---

# 3
20
Properties=species:S:1:pos:R:3:mulliken_charge:R:1 method="wB97M-V/def2-TZVPD" e_above_lowest_kj_mol=534.7 lumo_ha=0.0203 gap_ev=9.086 total_energy_ev=-11980.727 smiles=N[C@@]12C[C@H](O)C[C@]1(O)C2
N -1.796 -1.205 -0.628 -0.55
C -0.717 -0.596 -0.012 0.77
C 0.749 -1.057 -0.116 -1.18
C 1.667 0.208 -0.466 0.27
O 2.814 0.025 0.305 -0.56
C 0.762 1.352 -0.065 -0.72
C -0.724 0.896 0.103 0.40
O -1.691 1.770 -0.422 -0.62
C -1.166 -0.059 1.432 -1.34
H -1.958 -2.165 -0.321 0.28
H -1.411 -1.145 -1.540 0.36
H 0.852 -1.482 0.994 0.25
H 0.846 -2.046 -0.752 0.27
H 2.109 0.060 -1.629 0.34
H 3.566 0.638 -0.369 0.41
H 1.120 1.802 0.967 0.21
H 0.415 2.164 -0.818 0.33
H -2.626 1.276 -0.442 0.37
H -0.558 -0.096 2.236 0.40
H -2.252 -0.340 1.544 0.31

---

# 4
8
Properties=species:S:1:pos:R:3:mulliken_charge:R:1 method="wB97M-V/def2-TZVPD" e_above_lowest_kj_mol=292.0 lumo_ha=0.0275 gap_ev=10.679 total_energy_ev=-6589.549 smiles="[H]/N=C/C1N=N1"
H 0.755 1.924 -0.114 0.26
N -0.183 1.472 -0.070 -0.54
C -0.081 0.232 0.057 -0.03
C -1.326 -0.567 -0.006 0.02
N -2.606 0.015 0.588 -0.17
N -2.341 0.334 -0.552 -0.14
H 1.037 -0.229 0.222 0.27
H -1.348 -1.702 -0.155 0.33

---

# 5
16
Properties=species:S:1:pos:R:3:mulliken_charge:R:1 method="wB97M-V/def2-TZVPD" e_above_lowest_kj_mol=461.4 lumo_ha=-0.1451 gap_ev=9.712 total_energy_ev=-9311.234 total_charge=+1
C 1.297 0.175 -0.241 0.32
C -1.529 -0.818 -0.333 -0.56
C -1.223 -0.088 0.972 -0.45
C -1.039 0.572 -0.263 0.36
N 1.949 -0.764 -0.898 -0.36
N 1.792 0.750 0.853 -0.39
O -1.334 1.663 -0.839 -0.38
H -1.117 -1.797 -0.446 0.27
H -2.636 -0.828 -0.514 0.30
H -2.231 0.157 1.410 0.25
H -0.437 -0.328 1.635 0.33
H 1.440 -1.304 -1.483 0.21
H 2.850 -1.079 -0.666 0.18
H 1.194 1.337 1.547 0.27
H 2.829 0.759 0.934 0.23
H -1.806 1.594 -1.669 0.40

---

# 6
38
Properties=species:S:1:pos:R:3:mulliken_charge:R:1 method="wB97M-V/def2-TZVPD" e_above_lowest_kj_mol=340.4 lumo_ha=-0.4831 gap_ev=1.887 total_energy_ev=-26162.159 total_charge=+2
Al 5.058 -1.731 2.411 1.00
F 2.054 -1.175 -0.268 -0.38
C 1.381 3.875 1.321 -0.97
C 2.252 4.480 2.386 -0.13
O 3.591 4.426 1.983 -0.41
H 0.351 3.805 1.670 0.32
H 1.759 2.903 1.003 0.28
H 1.366 4.453 0.397 0.32
H 2.242 3.916 3.319 0.29
H 1.975 5.513 2.598 0.24
H 4.086 3.949 2.653 0.34
C 0.202 0.890 -5.029 -0.89
C 1.499 0.075 -5.224 -0.14
O 1.585 -0.994 -4.229 -0.31
H 0.282 1.904 -5.420 0.33
H -0.053 1.032 -3.979 0.33
H -0.624 0.451 -5.588 0.26
H 2.359 0.743 -5.177 0.26
H 1.456 -0.387 -6.211 0.30
H 1.611 -0.549 -3.379 0.33
C -0.912 -0.457 3.493 -0.97
C -0.127 -1.051 4.637 -0.16
O 1.063 -0.314 4.735 -0.49
H -0.232 -0.211 2.678 0.27
H -1.434 0.462 3.760 0.30
H -1.669 -1.149 3.125 0.31
H 0.222 -2.065 4.446 0.24
H -0.745 -1.106 5.533 0.33
H 1.320 -0.238 5.656 0.34
C -4.287 -4.116 -1.763 -1.08
C -3.350 -3.010 -1.395 -0.02
O -2.009 -3.511 -1.095 -0.36
H -4.679 -4.671 -0.910 0.32
H -3.917 -4.844 -2.484 0.33
H -5.154 -3.625 -2.205 0.35
H -3.737 -2.401 -0.578 0.32
H -3.286 -2.394 -2.291 0.25
H -1.502 -2.879 -0.581 0.34